The following is a quantum chemistry calculation of one molecule with the formula C24H22N6O3S in a non-equilibrium geometry, from the Open Molecules 2025 dataset.

Geometry (Å):
O (-5.0855, -1.2123, 0.9257)
C (-4.1331, -0.9866, 0.2053)
N (-3.7464, 0.2742, -0.0933)
C (-2.6989, 0.6774, -0.9380)
C (-2.5680, 0.1412, -2.2170)
C (-1.5407, 0.5434, -3.0477)
C (-0.6393, 1.5006, -2.6113)
C (-0.8013, 2.0785, -1.3652)
C (-1.8338, 1.6923, -0.5180)
C (-2.0294, 2.4240, 0.7840)
H (-2.2435, 3.4694, 0.5367)
C (-3.1611, 1.8519, 1.6359)
C (-4.2775, 1.3533, 0.7279)
H (-5.1104, 0.9531, 1.3056)
H (-4.6349, 2.1502, 0.0682)
H (-2.8010, 1.0081, 2.2248)
H (-3.5408, 2.6121, 2.3186)
H (-1.0987, 2.4222, 1.3582)
H (-0.1119, 2.8465, -1.0455)
H (0.1749, 1.8177, -3.2451)
H (-1.4483, 0.1130, -4.0331)
H (-3.2880, -0.5831, -2.5645)
C (-3.4431, -2.2151, -0.3852)
H (-3.6473, -3.0224, 0.3207)
H (-3.9128, -2.4723, -1.3370)
S (-1.6595, -2.2618, -0.7410)
C (-1.0132, -1.5033, 0.6693)
N (-1.6664, -0.9880, 1.6737)
N (-0.7624, -0.4851, 2.5304)
C (0.4270, -0.7134, 2.0597)
N (0.3377, -1.3662, 0.8544)
C (1.3860, -1.7219, -0.0230)
C (2.2837, -2.7166, 0.3394)
C (3.3442, -3.0102, -0.4979)
C (3.5050, -2.3183, -1.6867)
C (2.5929, -1.3421, -2.0512)
C (1.5272, -1.0389, -1.2237)
H (0.8116, -0.2770, -1.4966)
H (2.7113, -0.8077, -2.9811)
H (4.3420, -2.5415, -2.3293)
H (4.0491, -3.7779, -0.2189)
H (2.1477, -3.2495, 1.2688)
C (1.7136, -0.3034, 2.6901)
C (2.6150, 0.3330, 1.6741)
C (3.8623, -0.0954, 1.3976)
C (4.6421, 0.5128, 0.3390)
O (5.7451, 0.1759, -0.0211)
N (3.9886, 1.5736, -0.2929)
C (2.7380, 2.0609, -0.0256)
O (2.2389, 2.9905, -0.6087)
N (2.0803, 1.3866, 0.9843)
H (1.1408, 1.6995, 1.1948)
H (4.4983, 2.0367, -1.0371)
H (4.3099, -0.9191, 1.9247)
H (1.4711, 0.3982, 3.4920)
H (2.2129, -1.1678, 3.1319)

Atomic forces in eV per Å
-0.0781 -0.1192 0.1052
-0.1414 -0.4038 -0.0760
-0.1872 0.4811 -0.0958
0.2794 0.0539 -0.4140
-0.0294 0.2769 -0.0521
-0.0506 -0.0292 -0.0042
0.0245 0.0777 -0.0325
-0.0256 -0.0474 -0.0675
0.0175 -0.1180 -0.0294
-0.1114 -0.0265 0.1924
0.0515 -0.0183 0.0495
-0.0263 0.0440 -0.0663
-0.1773 0.1043 0.4420
0.0877 0.1122 -0.1470
-0.0410 -0.0444 0.0255
-0.0882 0.1088 0.0254
-0.0091 0.0130 0.0316
0.0187 0.0569 -0.0103
0.0566 0.0882 0.0453
0.0832 0.0510 -0.0875
0.0085 -0.0507 -0.1003
-0.1023 -0.0645 -0.0207
0.3704 -0.1925 0.2285
-0.1159 0.1981 -0.1087
0.0299 0.0070 0.0426
-0.0102 -0.4557 -0.1959
0.0605 -0.0972 0.0524
-0.6222 -0.5572 -0.7092
0.7750 0.5138 0.8803
-0.0103 0.0101 -0.0282
-0.7060 0.1423 0.4684
0.4323 -0.2807 -0.4679
-0.2200 0.0228 -0.0773
0.0251 -0.0479 0.0425
0.0428 -0.0136 -0.0213
0.0049 0.0052 -0.0498
-0.0885 -0.0671 0.1681
-0.0678 0.0790 0.0213
0.0216 0.0576 -0.1036
0.0908 -0.0172 -0.0613
0.0768 -0.0653 0.0279
-0.0317 -0.0464 0.1028
-0.0176 -0.1005 -0.0347
0.7696 -0.0976 0.0679
-0.2186 0.0584 0.2912
-0.2559 0.0754 0.0491
0.2711 -0.0764 -0.0566
0.2694 0.1597 -0.2766
-0.0882 -0.1984 0.2431
-0.1381 0.4235 -0.3106
-0.2654 0.1116 0.0973
0.1059 0.0206 -0.1362
-0.1139 -0.0602 0.1217
-0.0274 -0.1170 0.0529
0.0172 -0.0441 -0.0270
0.0745 0.1039 -0.0064

Its LUMO energy is 0.36 eV. Its total energy is -51165.728 eV. The value obtained for the energy relative to the best compared isomer or geometry (same formula, charge and spin) is 0.000 eV.

Just the natural (NBO) charges please, in e? Sure, here they are: -0.610 0.703 -0.454 0.124 -0.208 -0.223 -0.222 -0.238 0.037 -0.437 0.218 -0.417 -0.216 0.253 0.191 0.241 0.212 0.206 0.237 0.218 0.216 0.212 -0.617 0.266 0.251 0.306 0.187 -0.336 -0.280 0.324 -0.421 0.192 -0.233 -0.199 -0.209 -0.143 -0.266 0.249 0.213 0.224 0.223 0.224 -0.494 0.292 -0.393 0.650 -0.586 -0.638 0.796 -0.621 -0.621 0.429 0.433 0.241 0.266 0.247

***

The following is a quantum chemistry calculation of C3H10N2S as an isolated structure in a non-equilibrium geometry, from the Open Molecules 2025 dataset.

Geometry (Å):
C (3.2198, -0.4261, -0.7569)
C (1.7964, -0.9446, -0.5817)
S (1.1091, -0.1745, 0.8753)
H (3.7626, -0.6208, 0.1845)
H (3.2987, 0.7109, -0.9705)
H (3.7448, -0.9698, -1.5917)
H (1.7263, -2.0089, -0.4646)
H (1.1279, -0.8145, -1.4763)
N (-3.6418, 0.3311, -0.1411)
C (-2.3722, 0.4444, 0.3240)
N (-1.3847, 1.0943, -0.2728)
H (-3.8831, 0.4684, -1.1280)
H (-4.2744, -0.2891, 0.2969)
H (-2.1429, -0.0067, 1.2656)
H (-0.2266, 0.6744, 0.1364)
H (-1.5571, 1.2279, -1.2724)

Atomic forces in eV per Å
0.8091 0.5061 -1.0533
-0.5940 0.5934 -1.1380
-1.6189 0.9450 0.2335
-0.0967 0.1490 -0.4547
-0.4197 -1.9007 0.3928
-0.3222 0.5024 0.6837
0.6004 -0.6928 0.2827
0.7162 0.4613 0.5529
0.6826 0.1677 -0.9242
0.9141 1.5013 -1.9243
-1.5729 -1.9282 0.3538
0.5374 0.2723 0.6867
-0.3682 -0.5612 0.7212
-0.0354 -0.1016 0.6479
0.6900 -0.4123 0.6190
0.0783 0.4983 0.3203

Its LUMO energy is 0.25 eV. Its total energy is -17087.273 eV. The value obtained for the energy relative to the best compared isomer or geometry (same formula, charge and spin) is 1.331 eV.

Just the natural (NBO) charges please, in e? Sure, here they are: -0.617 -0.532 -0.411 0.213 0.209 0.191 0.199 0.181 -0.774 0.363 -0.727 0.401 0.401 0.212 0.323 0.368

***

- Look up the LUMO energy of the second one.
  0.25 eV

***

- Which formula does entry 2 have?
  C3H10N2S

***

- Which value of LUMO energy does entry 2 give?
  0.25 eV